[1]
C20H15ClFN5O in the gas phase, computed with ωB97M-V/def2-TZVPD.

Output
Molar mass, g/mol: 395.82
HOMO energy, Ha: -0.2821
SMILES: O=C(NC1CC1)c1cc(-c2cnn(-c3cnn4ccccc34)c2)c(Cl)cc1F
Gap between HOMO and LUMO, Ha: 0.2831
Relative energy (zero: lowest compared OMol25 entry of this formula, charge and spin), kcal per mole: 0.0
F_max, eV/A: 3.95

Cartesian coordinates (Å):
N (2.71, 2.13, 5.42)
H (0.82, 3.64, 3.38)
C (0.14, 1.39, 1.70)
H (4.53, -1.27, 5.76)
C (0.08, 0.64, 0.59)
C (1.77, 1.61, 3.51)
H (3.64, 2.69, 7.28)
C (4.05, -0.31, 5.66)
H (4.79, 0.55, 7.55)
Cl (-2.33, 3.01, 0.48)
H (-0.10, -1.21, -1.35)
C (-2.76, -3.62, -5.65)
C (-1.53, -1.51, -3.56)
C (1.18, -0.33, 0.70)
H (-3.74, -1.83, -6.72)
C (-1.69, -0.47, -2.55)
N (2.07, 3.25, 5.05)
C (-1.92, 1.72, -0.67)
H (3.19, -0.90, 3.83)
H (-2.47, -0.55, -5.11)
C (3.49, 1.92, 6.54)
C (-0.84, -0.40, -1.45)
C (-2.96, -2.60, -6.78)
H (-3.53, 2.36, -1.90)
H (1.48, -0.99, -0.08)
H (-3.50, -3.56, -4.81)
C (4.14, 0.70, 6.71)
C (2.58, 1.16, 4.46)
H (-0.79, -2.53, -6.29)
C (-1.79, -2.43, -5.83)
C (1.48, 2.95, 3.90)
C (-2.67, 0.57, -2.66)
C (-2.79, 1.60, -1.74)
N (1.27, 0.93, 2.42)
C (-0.94, 0.68, -0.51)
O (-0.99, -2.58, -3.31)
N (1.82, -0.16, 1.80)
H (-2.48, -4.61, -6.00)
H (-2.71, -2.95, -7.82)
F (-3.52, 0.65, -3.70)
C (3.25, -0.12, 4.58)
H (-0.53, 2.16, 2.01)
N (-1.89, -1.36, -4.86)

=====

[2]
2 unconnected molecules or ions with the total composition C10H14NO2, computed with ωB97M-V/def2-TZVPD.

Output
Molar mass, g/mol: 180.23
⟨S²⟩: 0.754
2S+1: 2
HOMO energy (alpha / beta), Ha: -0.2754 / -0.3360
Gap between HOMO and LUMO (alpha / beta), Ha: 0.3022 / 0.3551
Relative energy (zero: lowest compared OMol25 entry of this formula, charge and spin), kcal per mole: 0.7
F_max, eV/A: 1.69

Cartesian coordinates (Å):
H (-0.09, 0.45, 0.19)
H (1.40, -3.13, -1.22)
H (0.64, -2.07, 0.00)
C (1.10, 0.20, -1.92)
C (1.80, -0.99, -1.47)
H (0.29, 1.04, 4.10)
H (2.54, -1.38, -2.20)
C (-1.03, 2.20, 2.82)
C (-0.43, -2.20, -1.87)
C (-0.06, 0.04, 2.24)
H (1.53, 1.18, -1.70)
C (-0.92, -1.16, -2.54)
C (0.85, -2.18, -1.08)
H (-2.10, 2.34, 3.01)
H (-0.50, 3.06, 3.23)
H (-0.96, -3.16, -1.83)
N (-0.35, 0.79, 1.10)
C (-0.79, 2.10, 1.32)
H (-1.91, -1.17, -3.02)
C (-0.54, 0.89, 3.41)
H (2.38, -0.71, -0.57)
C (-0.18, 0.18, -2.65)
O (-0.92, 2.94, 0.45)
O (0.48, -1.05, 2.21)
H (-1.34, 0.36, 3.93)
H (-0.07, 0.44, -3.73)
H (-0.80, 0.99, -2.21)

=====

[3]
C13H25ClO5S in the gas phase, computed with ωB97M-V/def2-TZVPD.

Output
Molar mass, g/mol: 328.86
HOMO energy, Ha: -0.3767
Gap between HOMO and LUMO, Ha: 0.3986
F_max, eV/A: 1.36

Cartesian coordinates (Å):
C (1.12, 1.76, -0.05)
H (1.67, -3.61, -2.11)
H (0.98, 0.70, -1.96)
H (0.41, 3.80, 0.16)
H (1.85, 3.59, -0.79)
C (0.22, 0.38, 1.88)
H (0.97, -3.65, -0.11)
C (1.03, -2.60, 0.14)
O (-1.32, 1.19, -1.50)
O (-1.91, 3.40, -0.56)
C (-2.59, 0.63, 0.53)
H (2.63, -0.54, 0.26)
C (2.04, -2.59, -2.16)
H (3.11, -2.65, -2.00)
H (-3.26, -2.69, 0.70)
C (1.35, -1.72, -1.08)
H (-0.65, -0.08, 2.32)
H (3.13, -0.64, -1.39)
H (2.50, 1.43, -1.59)
H (-3.16, 1.51, 0.31)
O (0.79, 1.25, 2.87)
H (-0.56, 2.16, 1.19)
H (0.12, -2.27, 0.62)
C (1.68, 0.87, -1.15)
C (-1.23, 0.67, -0.16)
H (2.63, 0.74, 2.71)
C (-3.43, -0.61, 0.21)
H (-2.41, 0.62, 1.60)
C (2.26, -0.51, -0.76)
O (0.18, 3.16, -1.83)
C (-3.27, -1.75, 1.22)
H (-4.13, -1.77, 1.87)
H (0.44, -1.37, -1.56)
H (1.90, 1.89, 0.70)
H (1.82, -2.48, 0.87)
H (1.81, -2.23, -3.15)
H (-4.47, -0.30, 0.25)
C (0.87, 3.16, -0.58)
C (-0.13, 1.28, 0.71)
H (-0.95, -0.37, -0.29)
H (-2.35, -1.66, 1.80)
O (1.96, 0.67, 3.41)
S (-1.42, 2.79, -1.76)
H (0.98, -0.34, 1.63)
Cl (-3.20, -1.24, -1.46)

=====

[4]
2 unconnected molecules or ions with the total composition C20H26N6O5S2, computed with ωB97M-V/def2-TZVPD.

Output
Molar mass, g/mol: 494.60
HOMO energy, Ha: -0.3056
SMILES: Cc1ccc(-n2cc(-c3ccc(S(N)(=O)=O)s3)nn2)cc1.CNC(=O)[C@@H](NC(C)=O)[C@@H](C)O
Gap between HOMO and LUMO, Ha: 0.3167
Relative energy (zero: lowest compared OMol25 entry of this formula, charge and spin), kcal per mole: 0.0
F_max, eV/A: 2.70

Cartesian coordinates (Å):
H (-6.65, 2.60, 4.19)
H (-10.33, 1.74, 4.15)
S (1.21, -2.80, -2.18)
C (5.42, -0.70, -2.19)
N (3.78, 0.05, -0.45)
S (-1.68, -2.53, -1.34)
C (6.53, 3.80, -1.35)
C (-6.39, 0.18, 1.80)
H (3.90, -1.55, 2.48)
H (2.73, -1.68, -3.21)
C (4.42, -1.13, 1.62)
C (5.28, 1.68, -1.51)
H (5.89, -2.75, -2.64)
H (7.50, 4.11, -0.95)
C (-6.96, 1.81, 3.52)
N (-5.45, -0.45, 0.96)
H (6.57, 3.87, -2.44)
O (0.80, -4.11, -2.68)
C (-4.19, 0.00, 0.63)
H (5.88, 0.06, -0.24)
C (-1.39, 0.01, -0.77)
H (4.23, 0.24, -3.38)
C (-0.12, -0.43, -1.31)
H (6.32, -0.34, -2.70)
H (-4.99, 1.54, 2.74)
O (2.24, -0.39, 1.07)
N (-4.59, -1.99, -0.29)
H (-8.05, -1.03, 1.12)
O (2.33, -2.84, -1.24)
C (5.13, 0.24, -1.00)
H (-9.25, 3.14, 4.31)
H (5.75, 4.47, -0.99)
H (0.76, 0.20, -1.39)
C (-9.31, 2.06, 4.40)
C (-7.73, -0.23, 1.79)
N (1.80, -2.01, -3.49)
O (4.36, -0.69, -3.12)
N (-5.65, -1.66, 0.35)
C (-2.31, -1.02, -0.71)
C (-6.02, 1.21, 2.68)
C (-3.65, -0.98, -0.14)
H (6.78, 2.03, -0.20)
H (-3.71, 0.91, 0.95)
H (5.14, -0.39, 1.95)
C (5.70, -2.14, -1.76)
C (-8.68, 0.37, 2.62)
H (-1.58, 1.02, -0.42)
H (4.85, -2.55, -1.22)
H (3.02, 0.40, -1.01)
H (1.89, -2.72, -4.20)
N (6.24, 2.43, -0.95)
H (4.92, -1.94, 1.09)
H (-9.71, 0.04, 2.59)
C (-0.14, -1.77, -1.63)
C (-8.30, 1.40, 3.49)
O (4.57, 2.08, -2.42)
C (3.40, -0.48, 0.71)
H (6.59, -2.17, -1.12)
H (-9.11, 1.78, 5.44)

=====

[5]
A molecular structure, C20H26Cl4CoN5O4SSi, computed with ωB97M-V/def2-TZVPD.

Output
Molar mass, g/mol: 661.36
⟨S²⟩: 1.192
2S+1: 2
HOMO energy (alpha / beta), Ha: -0.1447 / -0.1419
Gap between HOMO and LUMO (alpha / beta), Ha: 0.2216 / 0.2187
Charge: -1
Relative energy (zero: lowest compared OMol25 entry of this formula, charge and spin), kcal per mole: 5.4
F_max, eV/A: 0.49

Cartesian coordinates (Å):
H (-3.07, -1.05, -3.43)
H (-5.09, -0.05, 4.65)
H (-1.74, -0.79, 4.11)
C (-0.96, 4.45, 2.69)
O (-1.88, 1.15, 0.41)
H (3.68, -0.30, -4.39)
C (0.35, 0.39, -4.34)
C (3.30, 0.24, -5.26)
H (-0.34, 0.41, -6.36)
H (1.24, 1.83, -7.16)
H (-3.84, -2.28, -0.57)
N (-2.63, -0.32, 4.32)
H (2.97, -0.50, -6.00)
C (-2.09, -0.68, -3.73)
C (0.04, 3.63, 2.15)
C (-3.99, -0.80, 0.95)
H (-5.46, 0.19, 3.03)
Cl (1.72, 3.98, 2.43)
C (-0.57, 0.14, -5.34)
Cl (-3.55, 5.15, 3.13)
C (-2.62, 3.04, 1.67)
N (-1.22, -0.51, -2.74)
O (-0.93, -2.51, 3.30)
H (-2.87, -4.11, 0.66)
H (-0.70, -3.65, 0.90)
C (-3.57, -0.35, 3.37)
O (-0.11, -0.90, 1.99)
C (-2.73, -3.12, 1.11)
C (-0.26, 2.50, 1.40)
N (-3.20, -0.47, 2.12)
C (-1.81, -0.43, -5.05)
C (-0.72, -1.98, 2.20)
H (2.23, 3.13, -6.49)
H (-2.89, -0.15, 5.27)
H (1.63, 3.04, -2.94)
Cl (-4.29, 2.68, 1.30)
H (4.12, 0.81, -5.70)
Cl (-0.53, 5.82, 3.66)
C (-1.25, -2.71, 0.94)
Si (1.90, 1.38, -4.76)
H (-3.62, -0.13, 0.18)
C (-2.29, 4.17, 2.45)
H (-4.78, -2.80, 0.79)
H (3.07, 3.37, -3.93)
C (1.43, 2.42, -6.26)
S (1.21, 0.00, -1.76)
C (-1.64, 2.21, 1.14)
H (-2.23, -0.21, 1.90)
H (-2.54, -0.62, -5.83)
C (0.00, -0.03, -3.02)
C (-3.87, -2.27, 0.52)
H (0.53, 3.00, -6.04)
N (-0.96, -1.89, -0.24)
O (0.61, 1.69, 0.90)
H (3.08, 2.09, -2.69)
H (-1.64, -1.96, -0.99)
H (-0.06, -2.13, -0.65)
N (-4.89, -0.29, 3.70)
C (2.48, 2.58, -3.45)
H (-5.04, -0.55, 1.11)
H (-2.88, -3.24, 2.18)
Co (-0.21, 0.11, 0.13)